13
Properties=species:S:1:pos:R:3:mulliken_charge:R:1 method="wB97M-V/def2-TZVPD" smiles=C1[C@H]2[C@@H]1N1C[C@@H]21 homo_lumo_gap_ev=10.02 largest_force_ev_per_a=0.395 energy_ha=-249.33917
C -1.075 0.903 0.255 -0.66
C -0.948 -0.529 -0.166 -0.25
C -0.266 0.551 -0.956 -0.10
N 1.101 -0.053 -0.765 -0.48
C 1.433 -0.157 0.660 -0.16
C 0.458 -1.095 0.077 -0.11
H -0.662 1.294 1.180 0.15
H -2.036 1.344 0.002 0.25
H -1.795 -1.147 -0.440 0.36
H -0.488 0.946 -1.941 0.35
H 1.146 0.619 1.362 0.13
H 2.443 -0.531 0.810 0.23
H 0.688 -2.146 -0.079 0.32